i.
Density functional theory data (ωB97M-V/def2-TZVPD) for 2 unconnected molecules or ions with the total composition C6H8N4.

Summary:
**Total charge**: 0
**Spin multiplicity**: 1
**LUMO energy (alpha / beta)**: -0.46 / -0.33 eV
**HOMO level (alpha / beta)**: -7.5 / -8.3 eV
**Orbital gap (alpha / beta)**: 7.00 / 7.93 eV

Positions of all 18 atoms, in Å:
C: 2.28988 -2.26703 0.51414
N: -1.56947 -1.31740 -0.32094
N: -1.27248 0.80497 0.27899
C: -0.69242 -0.25892 -0.11667
N: 1.78857 1.09882 0.42662
H: 0.64975 2.52174 -0.43167
H: 1.21615 0.30347 -1.31196
H: -3.68377 -1.36884 0.34436
H: 2.68555 -3.15138 0.75114
H: 2.28474 2.86259 -0.65902
H: -3.32289 1.32322 0.58577
C: 1.72635 0.04077 -0.46077
H: 1.55264 0.94621 1.43025
N: 1.60686 2.45706 -0.00671
C: -2.61876 0.52612 0.36302
C: 2.11129 -1.22602 -0.10038
H: -1.39942 -2.22430 -0.76678
C: -2.84005 -0.79063 -0.00633

***

ii.
Density functional theory data (ωB97M-V/def2-TZVPD) for 2 unconnected molecules or ions with the total composition C6H8N4.

Summary:
**Total charge**: 0
**Spin multiplicity**: 1
**LUMO energy**: 0.63 eV
**SMILES**: c1c[nH]cn1.c1c[nH]cn1
**HOMO level**: -8.6 eV
**Orbital gap**: 9.23 eV

Positions of all 18 atoms, in Å:
C: -0.92450 -1.54833 2.04016
N: -0.96411 0.53731 -2.40039
H: -2.37499 2.04231 -2.40494
H: 2.02055 -1.03509 0.99614
N: -0.32897 -2.57172 2.73954
N: 1.15188 -1.43859 1.35549
H: 1.67264 2.05643 -1.07577
H: -0.66095 3.46204 -1.08593
H: 1.74970 -3.08228 2.58928
H: -0.31455 0.06202 0.65464
C: 0.69155 1.68429 -1.37086
C: 0.33003 0.47320 -1.95639
H: -1.93049 -1.17048 2.22269
C: -0.09470 -0.83510 1.23338
N: -0.45111 2.52569 -1.44051
C: 0.89400 -2.52234 2.21200
H: 0.93713 -0.36984 -2.28628
C: -1.40318 1.73053 -2.02222

***

The structure shown above that is least stable: i.